21
Properties=species:S:1:pos:R:3:forces:R:3 method="wB97M-V/def2-TZVPD" homo_energy_ev=-8.8 e_lumo_ev=0.51 total_charge=0 molar_mass_g_mol=127.1 homo_lumo_gap_ev=9.36 de_lowest_kj_mol=252.1
O 0.505663 -1.833733 -0.383337 -0.7384 0.3049 -0.6210
O -1.725532 -1.228108 2.225330 -0.1076 0.1871 0.0144
O 0.920541 0.556817 2.270833 -1.6768 -0.3887 1.1427
O -1.902786 0.111632 -2.800834 -1.1632 -1.1112 1.2055
N 0.049226 1.575525 -1.103317 0.5176 -0.8642 1.3692
C 0.396368 0.512375 -0.129202 0.6465 2.0610 -0.5960
C 1.308821 -0.617569 -0.613679 0.2271 -2.2717 1.8969
C 0.974695 1.317886 1.088344 -1.6011 0.1726 0.5283
H -0.039780 0.548304 2.556087 1.6702 -0.2895 -0.3396
H 2.225819 -0.853342 -0.022205 -0.4447 1.1224 -0.1880
H 2.028278 1.610224 1.040806 -0.1485 0.0018 -0.7950
H -1.628116 -0.683831 -2.313362 1.1056 0.0342 -0.4864
H -0.523086 -0.040102 0.066134 -0.0736 0.5236 0.6622
H 0.969311 -2.564904 0.021848 0.5707 0.1427 -0.0337
H -2.801098 0.046698 -2.422041 -0.1033 0.9283 -0.7365
H 1.604883 -0.607763 -1.640362 -0.1099 0.3785 -0.8253
H -1.685954 -2.102917 2.617673 0.0042 -0.0752 0.0899
H 0.332973 2.251162 1.224137 0.9156 -1.0479 -0.4788
H 0.917046 1.872511 -1.508363 -0.4379 0.4056 -1.0188
H -1.137901 -1.276822 1.465426 0.1965 -0.1510 -0.1416
H -0.789369 1.405956 -1.639919 0.7510 -0.0635 -0.6486